[1]
This record from the OMol25 dataset describes a single C6H8 molecule. The level of theory is the ωB97M-V functional and the def2-TZVPD basis.

## Properties
Total charge: 0
HOMO level: -9.342 eV
SMILES: C#C[C@@H]1C[C@@H]1C
Lowest unoccupied orbital energy: 1.15 eV
HOMO-LUMO gap: 10.49 eV
ΔE to the lowest compared entry with this formula, charge and spin: 1.745 eV
Strongest force on any atom: 0.0098 Eh/bohr
Energy: -233.32289 Eh

Last column: Löwdin charge in e.
Element x y z (Å)
C1 2.596 0.624 -0.419  0.113
C2 1.656 -0.022 -0.031  -0.119
C3 0.549 -0.794 0.486  -0.266
C4 -0.597 -1.285 -0.367  -0.091
C5 -0.832 -0.168 0.595  -0.300
C6 -1.113 1.182 -0.029  -0.074
H1 3.434 1.172 -0.792  0.022
H2 0.844 -1.552 1.205  0.134
H3 -0.580 -1.054 -1.428  0.112
H4 -0.969 -2.270 -0.103  0.102
H5 -1.396 -0.385 1.500  0.132
H6 -0.480 1.331 -0.910  0.076
H7 -0.954 2.024 0.652  0.078
H8 -2.158 1.197 -0.360  0.079


[2]
This record from the OMol25 dataset describes 2 unconnected molecules or ions with the total composition C6H8. The level of theory is the ωB97M-V functional and the def2-TZVPD basis.

## Properties
Total charge: 0
HOMO level: -8.420 eV
SMILES: C1=CC1.C=C=C
Lowest unoccupied orbital energy: 1.05 eV
HOMO-LUMO gap: 9.47 eV
ΔE to the lowest compared entry with this formula, charge and spin: 5.012 eV
Strongest force on any atom: 0.0079 Eh/bohr
Energy: -233.20283 Eh

Last column: Löwdin charge in e.
Element x y z (Å)
C1 -0.393 1.056 -0.111  -0.175
C2 -0.746 0.269 -1.154  -0.155
C3 -1.609 0.202 0.064  -0.145
H1 -0.175 2.105 0.029  0.115
H2 -0.882 0.384 -2.220  0.104
H3 -2.602 0.659 0.076  0.087
H4 -1.525 -0.683 0.703  0.089
C4 1.101 -1.602 -0.393  0.011
C5 1.414 -0.806 0.554  -0.167
C6 1.189 0.396 1.128  -0.065
H5 1.418 -2.578 -0.723  0.062
H6 0.239 -1.024 -0.999  0.062
H7 0.643 0.441 2.070  0.090
H8 1.928 1.182 0.975  0.086


[3]
This record from the OMol25 dataset describes a molecular structure, C6H8. The level of theory is the ωB97M-V functional and the def2-TZVPD basis.

## Properties
Total charge: 0
HOMO level: -7.834 eV
Lowest unoccupied orbital energy: 1.08 eV
HOMO-LUMO gap: 8.91 eV
ΔE to the lowest compared entry with this formula, charge and spin: 4.944 eV
Strongest force on any atom: 0.0308 Eh/bohr
Energy: -233.20532 Eh

Last column: Löwdin charge in e.
Element x y z (Å)
C1 0.644 0.461 1.058  -0.140
C2 -0.663 -0.310 0.905  -0.179
C3 -1.141 -0.154 -0.543  -0.271
C4 -0.393 0.866 -1.342  0.022
C5 1.024 -0.095 -0.299  -0.127
C6 -0.079 -1.143 -0.214  -0.175
H1 1.282 0.012 1.823  0.114
H2 0.634 1.551 1.169  0.108
H3 -1.313 -0.640 1.704  0.124
H4 -2.168 -0.450 -0.757  0.130
H5 0.710 0.554 -1.543  0.062
H6 -0.480 1.885 -0.941  0.063
H7 2.068 -0.323 -0.560  0.135
H8 -0.064 -2.205 -0.414  0.133


[4]
This record from the OMol25 dataset describes a single C6H8 molecule. The level of theory is the ωB97M-V functional and the def2-TZVPD basis.

## Properties
Total charge: 0
HOMO level: -8.085 eV
Lowest unoccupied orbital energy: -0.32 eV
HOMO-LUMO gap: 7.77 eV
ΔE to the lowest compared entry with this formula, charge and spin: 2.713 eV
Strongest force on any atom: 0.0093 Eh/bohr
Energy: -233.28732 Eh

Last column: Löwdin charge in e.
Element x y z (Å)
C1 -1.310 0.912 0.464  -0.071
C2 -0.327 0.212 -0.485  -0.375
C3 1.138 0.651 -0.279  -0.237
C4 1.946 -0.478 0.294  0.038
C5 1.017 -1.601 0.242  -0.139
C6 -0.219 -1.249 -0.184  -0.029
H1 -2.317 0.488 0.388  0.076
H2 -1.375 1.980 0.231  0.079
H3 -0.674 0.359 -1.518  0.141
H4 1.245 1.562 0.324  0.110
H5 1.632 0.890 -1.235  0.120
H6 -0.974 0.808 1.502  0.088
H7 1.288 -2.611 0.538  0.082
H8 -1.070 -1.924 -0.282  0.117


[5]
This record from the OMol25 dataset describes a single C6H8 molecule. The level of theory is the ωB97M-V functional and the def2-TZVPD basis.

## Properties
Total charge: 0
HOMO level: -9.815 eV
SMILES: C#CC1CCC1
Lowest unoccupied orbital energy: 1.17 eV
HOMO-LUMO gap: 10.98 eV
ΔE to the lowest compared entry with this formula, charge and spin: 1.673 eV
Strongest force on any atom: 0.0089 Eh/bohr
Energy: -233.32551 Eh

Last column: Löwdin charge in e.
Element x y z (Å)
C1 -1.003 -1.119 2.568  0.108
C2 -0.435 -0.684 1.598  -0.107
C3 0.276 -0.090 0.472  -0.334
C4 0.397 -0.807 -0.907  -0.142
C5 0.343 0.593 -1.560  -0.179
C6 -0.364 1.097 -0.287  -0.150
H1 -1.506 -1.522 3.421  0.021
H2 1.291 0.177 0.801  0.145
H3 1.288 -1.419 -1.071  0.102
H4 -0.500 -1.396 -1.136  0.113
H5 1.348 1.023 -1.640  0.105
H6 -0.175 0.705 -2.516  0.099
H7 -1.445 0.944 -0.355  0.114
H8 -0.167 2.111 0.068  0.105


[6]
This record from the OMol25 dataset describes a single C6H8 molecule. The level of theory is the ωB97M-V functional and the def2-TZVPD basis.

## Properties
Total charge: 0
HOMO level (alpha / beta): -4.815 / -9.789 eV
Lowest unoccupied orbital energy (alpha / beta): 1.19 / -1.99 eV
HOMO-LUMO gap (alpha / beta): 6.01 / 7.80 eV
Multiplicity: 3
ΔE to the lowest compared entry with this formula, charge and spin: 3.045 eV
Strongest force on any atom: 0.2809 Eh/bohr
Energy: -233.13502 Eh

Last column: Löwdin charge in e.
Element x y z (Å)
C1 -0.160 -0.893 0.328  -0.181
C2 -0.530 -1.871 1.110  0.023
C3 -0.248 -0.445 -1.111  -0.139
C4 -0.004 1.668 0.190  -0.113
C5 0.846 0.524 0.616  -0.102
C6 0.617 0.786 -0.854  -0.252
H1 -0.246 -1.906 2.148  0.059
H2 -1.148 -2.682 0.754  0.058
H3 0.200 -1.162 -1.801  0.107
H4 -1.264 -0.239 -1.461  0.106
H5 -1.074 1.649 0.351  0.104
H6 0.427 2.650 0.333  0.099
H7 1.728 0.544 1.221  0.105
H8 1.333 1.166 -1.569  0.126


[7]
This record from the OMol25 dataset describes a molecular structure, C6H8AlO5S. The level of theory is the ωB97M-V functional and the def2-TZVPD basis.

## Properties
Total charge: +3
HOMO level: -22.378 eV
Lowest unoccupied orbital energy: -14.14 eV
HOMO-LUMO gap: 8.23 eV
Strongest force on any atom: 0.1496 Eh/bohr
Energy: -1248.91787 Eh

Last column: Löwdin charge in e.
Element x y z (Å)
Al1 -1.257 0.116 -0.249  -0.017
C1 -1.458 -0.784 -2.142  0.109
O1 -1.540 -1.287 -3.157  0.360
C2 -3.319 0.687 -0.441  0.136
O2 -4.434 0.957 -0.608  0.343
C3 -0.794 1.911 -1.189  0.127
O3 -0.455 2.850 -1.777  0.350
C4 -1.899 -1.626 0.640  0.129
O4 -2.218 -2.655 1.085  0.338
H1 -0.846 0.860 1.351  0.152
H2 -1.625 1.053 1.316  0.199
C5 2.512 -1.470 0.511  -0.125
S1 1.122 -0.453 0.076  0.851
C6 1.604 1.068 0.943  -0.180
O5 1.143 -0.361 -1.434  -0.416
H3 2.616 -1.490 1.616  0.113
H4 3.360 -0.932 0.003  0.131
H5 2.326 -2.466 0.057  0.109
H6 2.684 1.188 0.712  0.113
H7 1.008 1.950 0.649  0.062
H8 1.471 0.888 2.037  0.115


[8]
This record from the OMol25 dataset describes 2 unconnected molecules or ions with the total composition C6H8B3Cl5O3. The level of theory is the ωB97M-V functional and the def2-TZVPD basis.

## Properties
Total charge: 0
HOMO level: -10.547 eV
SMILES: C#CB1OBOB(C[C@@H](C)Cl)O1.ClC(Cl)(Cl)Cl
Lowest unoccupied orbital energy: -0.26 eV
HOMO-LUMO gap: 10.28 eV
Strongest force on any atom: 0.1317 Eh/bohr
Energy: -2834.74711 Eh

Last column: Löwdin charge in e.
Element x y z (Å)
C1 1.086 4.022 -0.027  0.095
C2 1.200 3.098 -0.974  0.067
B1 1.189 1.587 -1.624  -0.428
O1 0.379 1.231 -2.786  0.150
B2 -0.422 0.043 -2.436  -0.279
O2 0.052 -1.019 -1.550  0.140
B3 0.896 -0.404 -0.523  -0.416
C3 0.710 -0.578 1.083  -0.105
C4 1.579 -1.771 1.742  -0.640
C5 2.913 -1.237 2.508  -0.152
Cl1 0.509 -2.511 3.092  0.500
O3 1.964 0.476 -1.043  0.171
H1 0.868 4.833 0.773  0.069
H2 -1.525 0.016 -2.884  0.047
H3 -0.411 -0.677 1.382  0.108
H4 1.074 0.411 1.585  0.129
H5 1.898 -2.602 1.018  0.116
H6 3.778 -0.984 1.773  0.096
H7 3.206 -2.093 3.245  0.075
H8 2.620 -0.337 3.174  0.085
Cl2 -5.512 -1.827 -1.945  0.524
C6 -4.713 -0.301 -1.505  -1.992
Cl3 -4.853 0.851 -2.852  0.527
Cl4 -5.491 0.380 -0.059  0.518
Cl5 -2.995 -0.609 -1.166  0.597


[9]
This record from the OMol25 dataset describes a molecular structure, C6H8Be2K4N2O16S4. The level of theory is the ωB97M-V functional and the def2-TZVPD basis.

## Properties
Total charge: 0
HOMO level: -6.177 eV
Lowest unoccupied orbital energy: -4.03 eV
HOMO-LUMO gap: 2.15 eV
Strongest force on any atom: 0.0865 Eh/bohr
Energy: -5568.10042 Eh

Last column: Löwdin charge in e.
Element x y z (Å)
K1 1.606 2.025 -4.093  0.921
K2 -4.434 2.462 -3.610  0.949
K3 -3.349 0.161 4.329  0.908
K4 -3.866 5.546 2.282  0.917
Be1 2.377 -0.488 2.397  0.553
Be2 2.108 5.143 0.537  0.646
S1 -0.012 3.657 5.277  0.206
O1 -1.460 3.608 5.488  -0.388
O2 0.526 4.123 6.576  -0.275
O3 0.407 2.262 4.958  -0.299
O4 0.369 4.590 4.216  -0.334
S2 -1.185 0.968 0.082  0.080
O5 0.023 1.728 0.240  -0.350
O6 -0.918 -0.161 0.998  -0.387
O7 -2.333 1.678 0.594  -0.413
O8 -1.423 0.606 -1.308  -0.434
S3 -1.592 6.984 -1.737  0.111
O9 -1.349 8.150 -2.537  -0.300
O10 -2.961 6.470 -1.797  -0.426
O11 -0.567 6.018 -2.112  -0.323
O12 -1.181 7.306 -0.376  -0.326
S4 5.215 1.818 -0.212  0.135
O13 4.621 2.745 -1.198  -0.295
O14 4.728 0.500 -0.440  -0.347
O15 6.673 1.905 -0.221  -0.310
O16 4.648 2.317 1.041  -0.237
C1 0.132 -6.433 5.883  -0.058
C2 0.147 -5.022 5.368  -0.285
N1 0.197 -3.989 4.933  0.124
H1 -0.842 -6.846 5.623  0.072
H2 0.431 -6.493 6.929  0.082
H3 0.672 -6.998 5.123  0.078
N2 -1.306 -3.663 -5.066  -0.018
C3 -0.212 -4.166 -4.406  -0.153
C4 0.180 -5.324 -4.995  -0.123
C5 -0.644 -5.476 -6.114  -0.133
C6 -1.592 -4.431 -6.225  -0.089
H4 -1.773 -2.854 -4.682  0.133
H5 0.064 -3.746 -3.450  0.113
H6 0.856 -6.084 -4.632  0.099
H7 -0.477 -6.236 -6.864  0.086
H8 -2.503 -4.359 -6.800  0.090


[10]
This record from the OMol25 dataset describes a single C6H8Br2O2 molecule. The level of theory is the ωB97M-V functional and the def2-TZVPD basis.

## Properties
Total charge: 0
HOMO level: -9.573 eV
SMILES: O[C@@H]1CCC(Br)=C(Br)[C@H]1O
Lowest unoccupied orbital energy: 0.48 eV
HOMO-LUMO gap: 10.05 eV
ΔE to the lowest compared entry with this formula, charge and spin: 0.242 eV
Strongest force on any atom: 0.0866 Eh/bohr
Energy: -5531.87193 Eh

Last column: Löwdin charge in e.
Element x y z (Å)
O1 1.458 -1.064 1.503  -0.034
C1 1.143 -0.718 0.186  -0.382
C2 1.236 0.860 -0.053  -0.059
C3 -0.071 1.624 0.541  -0.180
C4 -1.343 0.989 0.027  -0.699
Br1 -2.947 2.110 0.005  0.673
C5 -1.481 -0.283 -0.217  -0.677
Br2 -3.069 -1.224 -0.564  0.759
C6 -0.126 -1.313 -0.345  -0.243
O2 0.049 -1.858 -1.744  -0.051
H1 0.613 -1.057 2.098  0.157
H2 1.928 -1.146 -0.392  0.137
H3 1.239 0.933 -1.126  0.110
H4 2.050 1.176 0.575  0.105
H5 -0.062 2.613 0.049  0.100
H6 0.022 1.740 1.590  0.099
H7 -0.347 -2.189 0.207  0.113
H8 -0.294 -1.192 -2.342  0.074